Entry 1:
# C31H32N5OPtS

C31H32N5OPtS as an isolated structure (wB97M-V/def2-TZVPD, OMol25).

Its HOMO-LUMO gap is 6.60 eV. The HOMO energy is -16.357 eV. The energy comes out at -56222.195 eV. The charge is +3. The value obtained for the energy relative to the best compared isomer or geometry (same formula, charge and spin) is 0.0 kJ/mol.

Element x y z (Å)
C (0.52, 2.54, -3.09)
C (-4.65, -0.26, 1.01)
N (-3.43, 1.50, -1.87)
N (1.17, 2.39, 0.13)
H (2.25, 1.68, 1.76)
O (0.15, 0.35, -1.98)
H (4.93, -4.83, -1.73)
C (-2.14, -2.17, 3.60)
H (7.06, -3.61, -1.82)
C (5.09, -1.07, -0.80)
C (-2.00, -0.29, 5.11)
N (0.10, 0.40, 2.14)
C (2.70, -1.11, -0.31)
C (-2.45, -1.57, 4.82)
H (-6.13, -0.23, -1.37)
C (4.96, -3.79, -1.47)
H (-0.83, 2.74, -1.42)
H (2.86, -3.67, -1.02)
H (-2.31, -3.45, -2.19)
C (-1.14, -1.28, 0.14)
C (6.23, -1.74, -1.19)
H (7.17, -1.21, -1.24)
H (-0.82, 1.36, 4.40)
C (-0.87, -0.27, 3.01)
H (-3.07, -2.10, 5.53)
C (2.15, 2.49, 1.05)
S (-2.08, 1.56, 0.57)
H (1.84, 5.22, -1.55)
H (-1.77, -1.10, -1.92)
C (1.09, 1.18, -2.76)
C (3.80, -3.14, -1.07)
H (-2.82, 2.15, -2.34)
C (3.04, 3.54, 1.11)
C (0.01, 3.27, -1.85)
C (-1.95, -3.09, -1.23)
N (1.75, -0.58, 0.06)
H (-0.35, 4.27, -2.12)
C (-1.22, -2.09, 1.28)
C (6.16, -3.09, -1.52)
H (3.79, 3.56, 1.89)
C (-3.30, 1.12, -0.59)
C (1.07, 3.38, -0.79)
H (-4.92, 1.19, -3.40)
H (1.32, 3.11, -3.58)
C (-1.20, 0.37, 4.19)
C (3.88, -1.78, -0.74)
H (0.98, -0.11, 2.19)
H (-1.45, -4.11, 1.93)
Pt (-0.09, 0.49, 0.13)
H (-2.57, -3.13, 3.38)
C (-1.80, -3.96, -0.16)
C (1.95, 4.45, -0.80)
H (1.34, 0.60, -3.64)
C (-5.20, 0.30, -1.39)
H (3.62, 5.38, 0.17)
H (-0.61, 0.10, -2.52)
H (-2.00, -5.02, -0.28)
H (1.97, 1.25, -2.13)
C (-1.34, -1.53, 2.66)
H (-2.26, 0.19, 6.04)
C (-1.48, -3.45, 1.08)
H (-3.97, -1.10, 1.14)
H (0.26, 1.34, 2.51)
C (-1.61, -1.76, -1.08)
C (-4.60, 1.00, -2.39)
H (-0.28, 2.45, -3.84)
C (2.94, 4.54, 0.16)
H (-5.68, -0.60, 1.00)
H (-4.52, 0.46, 1.81)
H (5.12, -0.02, -0.53)
N (-4.38, 0.39, -0.29)

Entry 2:
# C31H32NO

A 2-piece molecular cluster, C31H32NO overall (wB97M-V/def2-TZVPD, OMol25).

Its HOMO-LUMO gap is 5.39 eV. The HOMO energy is -10.977 eV. The energy comes out at -36194.941 eV. The charge is +1. The value obtained for the energy relative to the best compared isomer or geometry (same formula, charge and spin) is 269.8 kJ/mol.

Element x y z (Å)
H (-2.86, -0.22, -3.05)
C (1.92, -0.99, -1.19)
H (3.19, 0.40, 1.66)
O (-0.21, 2.21, -1.56)
C (0.83, -0.89, 1.16)
C (-3.21, 0.81, -3.05)
H (-0.01, 3.43, 2.31)
C (3.03, -0.75, -2.03)
C (0.83, 1.78, 1.17)
H (0.75, 3.71, -2.53)
H (0.64, -2.59, 5.56)
C (-2.17, -3.65, -0.44)
H (-2.17, 3.87, -1.87)
H (0.79, -3.70, 1.26)
H (1.03, 2.07, -3.28)
C (1.95, -0.58, 0.14)
H (1.06, -1.55, -1.58)
H (4.99, 0.99, 0.12)
H (-2.96, -4.32, -0.80)
C (-0.06, -3.29, 0.72)
H (-1.19, -0.41, -0.61)
H (2.78, -3.88, 5.31)
H (0.11, 0.50, 2.70)
H (4.18, -3.44, 3.27)
H (1.81, 2.51, -1.73)
C (0.13, 0.47, 1.59)
H (3.30, -2.15, 1.40)
H (-0.20, -1.16, 3.75)
C (-0.24, 2.86, 1.39)
C (-1.04, -4.16, 0.20)
H (1.02, 1.71, 0.09)
C (2.45, -3.17, 4.54)
H (-1.92, 0.07, 1.55)
C (-4.75, 2.57, -3.67)
H (-5.01, 0.47, -4.15)
H (-4.19, 4.59, -3.10)
C (4.14, 0.42, -0.26)
C (3.21, -2.97, 3.39)
C (-3.94, 3.53, -3.05)
C (0.92, 2.64, -2.34)
H (-0.72, 0.35, -2.29)
H (-1.99, 2.18, 2.53)
C (-0.17, -1.90, 0.55)
C (4.13, -0.03, -1.58)
C (-2.38, 1.77, -2.41)
H (-0.27, 3.59, 0.58)
H (4.98, 0.17, -2.25)
H (-2.34, 2.50, 0.83)
C (2.72, -2.20, 2.33)
C (-1.57, 2.11, 1.51)
H (2.99, -1.15, -3.04)
H (1.79, 1.95, 1.67)
C (1.47, -1.57, 2.42)
H (-5.66, 2.89, -4.17)
C (0.76, -1.67, 3.62)
C (-2.80, 3.14, -2.38)
N (-1.23, 0.72, 1.17)
H (-3.13, -1.82, -1.13)
C (-1.10, 1.33, -1.94)
C (-1.19, -1.46, -0.29)
C (1.24, -2.47, 4.67)
C (-4.39, 1.22, -3.66)
C (-2.26, -2.28, -0.66)
H (-0.90, -5.23, 0.32)
C (3.09, 0.11, 0.60)

Entry 3:
# C31H33AuF5N3O3PSTe

C31H33AuF5N3O3PSTe as an isolated structure (wB97M-V/def2-TZVPD, OMol25).

Its HOMO-LUMO gap (alpha / beta) is 6.64 / 5.78 eV. Its spin multiplicity is 2. The HOMO energy (alpha / beta) is -13.152 / -13.225 eV. The energy comes out at -87976.284 eV. The expectation value of S² is 0.7638. The charge is +2. The value obtained for the energy relative to the best compared isomer or geometry (same formula, charge and spin) is 223.7 kJ/mol.

Element x y z (Å)
C (-0.91, -3.46, 4.07)
H (4.12, -2.84, 1.38)
C (-2.52, -4.38, 2.01)
H (2.12, 5.59, -3.63)
H (3.70, -4.39, -2.68)
H (1.57, -4.34, 1.17)
N (-1.40, 0.32, 0.13)
F (-0.12, -3.01, 5.04)
O (-3.10, 1.33, -1.00)
H (5.61, 4.31, -3.16)
C (-3.72, -0.47, 0.39)
H (-2.82, 4.02, -1.04)
H (-6.42, -2.63, 2.07)
C (-0.68, 4.51, 2.12)
H (1.10, -3.82, -2.70)
H (2.60, -2.30, 1.80)
H (-1.13, 4.06, -2.83)
C (-4.39, -1.94, 2.15)
C (-5.66, -2.03, 1.59)
C (3.48, 4.11, -2.94)
C (2.47, 2.19, -1.86)
C (-2.20, 4.18, -0.17)
F (-4.00, -5.26, 3.61)
O (1.81, -2.00, -0.72)
O (3.99, -3.27, -1.28)
C (-3.41, -1.17, 1.55)
C (-4.99, -0.55, -0.17)
C (2.22, 4.65, -3.11)
C (0.88, 2.67, 1.52)
H (4.74, 5.84, -3.02)
F (-3.32, -4.82, 1.06)
C (2.62, 0.84, -1.23)
H (3.07, -5.95, -2.72)
H (3.32, -3.52, 2.68)
H (-4.18, -2.47, 3.08)
H (-0.10, 4.64, 3.02)
H (3.64, 0.46, -1.37)
F (-2.41, -4.37, 5.63)
Te (-0.65, 1.92, -1.38)
C (1.06, 4.01, -2.67)
H (2.65, -4.90, -3.92)
H (0.94, 2.47, 2.59)
H (3.19, -5.01, 0.81)
H (4.66, 4.93, -4.52)
C (-1.35, -3.69, 1.68)
C (-2.08, -4.15, 4.37)
N (3.20, -3.13, 1.74)
N (2.86, -4.97, -2.93)
F (0.60, -2.59, 2.50)
H (1.16, -5.23, -1.64)
H (2.43, 0.87, -0.16)
H (4.56, 2.42, -2.21)
H (-0.27, 4.98, -4.02)
P (2.57, -3.29, -0.85)
C (-2.88, -4.61, 3.33)
C (-5.95, -1.34, 0.42)
C (1.22, 2.78, -2.02)
C (3.59, 2.86, -2.32)
C (-1.09, 3.38, 0.07)
C (-2.54, 5.16, 0.74)
H (-5.21, 0.01, -1.07)
H (-2.44, -1.07, 2.01)
C (-2.74, 0.45, -0.26)
H (1.95, 0.12, -1.68)
C (2.57, -4.11, 0.81)
C (-0.24, 4.68, -2.97)
H (0.85, 1.70, 1.02)
Au (-0.13, -1.16, -0.22)
H (1.81, 3.17, 1.22)
C (-0.31, 3.51, 1.22)
H (-3.40, 5.79, 0.57)
H (-2.03, 6.09, 2.60)
C (-1.77, 5.33, 1.88)
C (1.75, -4.42, -2.07)
H (-0.38, 5.58, -2.37)
C (4.69, 4.83, -3.44)
S (-0.95, -3.47, -0.01)
C (-0.57, -3.25, 2.74)
H (-6.94, -1.41, -0.01)

Entry 4:
# C31H33Cl3N3PdSSb2Si

C31H33Cl3N3PdSSb2Si as an isolated structure (wB97M-V/def2-TZVPD, OMol25).

Its HOMO-LUMO gap (alpha / beta) is 7.29 / 5.86 eV. Its spin multiplicity is 3. The HOMO energy (alpha / beta) is -10.136 / -10.765 eV. The energy comes out at -109984.626 eV. The expectation value of S² is 2.0123. The charge is +1. The value obtained for the energy relative to the best compared isomer or geometry (same formula, charge and spin) is 132.2 kJ/mol.

Element x y z (Å)
H (0.91, 6.29, 1.75)
H (3.03, -1.94, 0.18)
H (-0.56, -5.62, 0.24)
H (-3.63, -2.76, 1.61)
H (-4.89, -3.42, 0.58)
Cl (1.24, -1.87, -5.31)
H (-1.12, 1.65, -5.83)
H (-1.49, 3.06, 3.61)
C (-2.19, 2.15, -2.64)
C (-2.23, 2.05, -4.03)
Sb (2.18, 1.56, -1.68)
C (1.33, 1.49, 4.64)
C (-1.72, -2.79, -2.59)
H (-5.15, -1.18, -0.53)
H (-5.29, -2.18, 1.76)
N (-1.10, -3.53, -3.51)
C (0.13, 1.55, -2.68)
N (-2.03, -1.21, -1.02)
C (-4.24, -1.42, 0.03)
C (0.77, 5.39, -0.19)
H (-0.29, -3.14, -3.97)
H (-3.91, -0.50, 0.52)
C (-0.58, -4.79, 0.94)
H (2.04, 1.50, 5.46)
C (1.05, 4.27, -0.96)
C (-1.02, 1.90, -1.96)
C (-0.03, -2.51, 1.49)
H (0.44, -3.46, -0.40)
H (4.88, -0.35, 0.93)
H (-0.63, -1.85, 3.44)
C (1.70, 3.18, -0.39)
C (1.49, 0.60, 3.59)
Cl (2.83, -3.15, -2.67)
C (-0.62, -2.67, 2.73)
H (2.07, 4.35, 2.76)
C (-1.09, 1.72, -4.75)
H (3.15, -1.69, 1.92)
C (-0.66, 2.37, 3.61)
Pd (0.67, -0.55, -1.93)
H (0.76, 4.25, -2.00)
H (-3.09, 2.42, -2.10)
C (1.13, 5.42, 1.15)
H (3.67, 0.75, 1.52)
S (-3.31, -3.17, -2.01)
H (-0.98, 1.97, -0.88)
C (3.91, 0.63, -0.63)
C (1.79, 4.34, 1.72)
H (0.14, 3.08, 5.47)
C (-1.19, -3.89, 3.08)
Sb (0.84, -0.68, 0.88)
H (0.26, 6.24, -0.64)
C (3.85, -0.01, 0.76)
H (-1.63, -4.21, -4.04)
C (2.92, -1.20, 0.97)
C (-4.53, -2.51, 1.06)
C (-0.50, 1.48, 2.55)
Si (2.13, -1.38, -3.49)
H (4.59, 1.48, -0.62)
C (0.26, 2.38, 4.65)
C (2.08, 3.22, 0.95)
H (-3.16, 2.24, -4.56)
H (4.28, -0.07, -1.38)
H (0.99, 1.22, -4.63)
H (2.32, -0.10, 3.60)
C (-3.16, -1.80, -0.93)
C (-1.17, -4.95, 2.19)
H (2.58, 2.38, 1.41)
H (-1.21, 1.49, 1.73)
C (-0.01, -3.58, 0.58)
C (0.57, 0.59, 2.54)
H (-1.61, -5.90, 2.46)
N (-1.20, -1.76, -1.97)
Cl (3.82, -0.34, -4.11)
C (0.10, 1.47, -4.07)
H (-1.64, -4.02, 4.06)

Entry 5:
# C31H33ClN2O2PbSi2

C31H33ClN2O2PbSi2 as an isolated structure (wB97M-V/def2-TZVPD, OMol25).

Its HOMO-LUMO gap is 5.45 eV. The HOMO energy is -5.585 eV. The energy comes out at -73279.915 eV. The charge is 0. The value obtained for the energy relative to the best compared isomer or geometry (same formula, charge and spin) is 215.9 kJ/mol.

Element x y z (Å)
C (-1.35, -1.43, -9.31)
H (1.84, -2.57, -8.91)
H (1.72, -1.09, -6.93)
H (0.74, 4.12, -4.25)
H (-0.08, -0.11, -3.86)
H (2.12, 3.20, -9.54)
C (-1.09, 3.30, -7.37)
Si (2.74, -1.39, -4.32)
Pb (-0.55, 1.66, -1.97)
H (1.96, -0.11, 0.88)
N (1.76, 0.75, -1.09)
C (1.09, 3.10, -4.36)
H (0.44, 5.01, -9.90)
H (-2.39, -0.18, -7.89)
H (2.17, -0.12, -1.46)
H (2.47, 1.48, -1.21)
H (-3.65, 0.61, -0.85)
H (-0.96, 2.40, -4.27)
H (2.92, -3.90, -2.87)
C (-0.65, -3.91, -4.38)
C (0.52, 0.63, -4.45)
C (1.01, 2.26, -7.96)
H (-0.39, 2.95, 2.99)
H (3.17, 3.57, -4.46)
C (-0.74, -0.93, -0.25)
C (1.06, -4.98, -3.05)
C (2.85, 1.43, -4.45)
H (-1.64, -3.91, -4.83)
C (-2.70, 0.09, -0.90)
C (-2.18, -0.63, -2.03)
H (-0.07, -2.69, -10.53)
H (-1.61, 5.08, -8.49)
H (1.41, -5.81, -2.44)
C (1.50, -2.78, -4.04)
H (1.78, 1.49, -7.82)
H (-0.10, -2.04, -5.30)
C (-0.35, -0.52, -7.26)
H (1.10, 2.70, 3.96)
C (0.98, 1.71, 0.92)
H (-2.02, 0.81, -5.68)
C (0.70, 2.86, 2.96)
O (0.45, 2.63, 0.26)
C (-0.96, -1.26, -1.61)
H (-1.99, 3.35, -6.75)
H (-2.19, -1.49, -10.00)
H (1.15, 3.75, 2.50)
H (-1.97, 0.20, 1.23)
O (1.08, 1.66, 2.24)
C (0.27, 4.24, -9.14)
H (0.00, -1.40, 0.39)
H (-0.38, -1.98, -2.19)
C (0.92, -2.01, -8.72)
H (-0.90, -5.81, -3.40)
H (3.63, -1.73, -5.34)
C (-0.23, -4.98, -3.59)
N (1.51, 0.60, 0.31)
Cl (3.94, -1.30, -2.61)
C (-1.81, -0.11, 0.19)
C (-0.16, -2.10, -9.61)
C (-0.17, 2.26, -7.21)
C (1.98, 0.34, -4.49)
H (3.93, 1.24, -4.38)
C (0.10, 2.06, -4.44)
C (1.22, 3.23, -8.94)
C (0.83, -1.20, -7.57)
H (-2.66, -0.75, -3.00)
C (2.42, 2.77, -4.44)
Si (-0.57, 0.91, -5.96)
C (1.91, -3.89, -3.28)
C (0.22, -2.83, -4.62)
C (-1.45, -0.68, -8.13)
C (-0.88, 4.28, -8.34)

Entry 6:
# C31H33ClN2O2RuSi2

C31H33ClN2O2RuSi2 as an isolated structure (wB97M-V/def2-TZVPD, OMol25).

Its HOMO-LUMO gap (alpha / beta) is 5.78 / 4.96 eV. Its spin multiplicity is 6. The HOMO energy (alpha / beta) is -8.248 / -10.681 eV. The energy comes out at -70606.826 eV. The expectation value of S² is 8.7687. The charge is +1. The value obtained for the energy relative to the best compared isomer or geometry (same formula, charge and spin) is 0.0 kJ/mol.

Element x y z (Å)
C (-1.45, 1.13, 4.08)
H (2.83, 1.51, -4.89)
O (2.86, -2.33, 6.36)
H (4.19, 3.12, -1.27)
C (0.99, -1.90, -5.40)
H (-2.42, 1.03, 3.63)
H (-2.83, -0.93, 1.64)
C (2.95, 1.35, -1.47)
C (-0.34, 1.87, 3.51)
C (1.41, 0.87, 0.37)
C (-4.08, 1.88, 0.15)
H (-5.59, -0.15, -5.33)
C (-2.21, -0.22, -4.86)
Ru (0.15, -0.15, 3.43)
H (-0.74, 2.22, -0.47)
H (1.13, -3.44, 5.25)
H (-0.27, -2.64, 3.56)
C (-4.53, -1.56, -4.07)
C (1.92, -1.44, -6.35)
N (0.64, -2.18, 3.66)
H (3.78, -0.83, 7.53)
C (4.03, -1.75, 6.98)
C (1.38, 0.13, -4.11)
C (-4.62, -0.48, -4.96)
H (3.38, 0.08, -6.87)
H (-1.59, -0.10, 5.97)
C (0.75, -1.11, -4.26)
C (-2.89, 2.45, -0.29)
C (2.62, -0.24, -6.16)
H (0.44, -2.83, -5.56)
C (-3.45, 0.17, -5.38)
H (-1.30, 0.28, -5.21)
C (1.92, 2.00, 1.03)
O (2.82, -0.90, 4.55)
C (-4.06, 0.65, 0.82)
H (-5.03, 2.40, -0.02)
N (1.17, -2.46, 4.94)
H (2.09, -2.03, -7.26)
H (-2.88, 3.41, -0.81)
H (-4.99, 0.18, 1.13)
H (4.34, -2.53, 7.68)
C (-1.67, 1.79, -0.07)
Si (-0.55, -1.42, -2.95)
H (-0.58, -0.20, -2.13)
H (3.39, 1.08, -2.44)
C (3.40, 2.50, -0.82)
C (2.37, -1.82, 5.22)
H (-5.43, -2.11, -3.78)
H (1.75, 2.20, 4.28)
H (3.19, 3.73, 0.96)
H (-0.36, -2.56, -2.02)
C (-2.84, 0.02, 1.09)
C (0.78, 1.74, 4.41)
C (-1.63, 0.59, 0.65)
Cl (0.16, -2.16, 0.59)
C (-3.30, -1.94, -3.52)
H (1.28, -2.53, 2.93)
C (2.87, 2.83, 0.44)
H (1.11, 0.79, -3.28)
H (-3.50, 0.99, -6.09)
Si (0.04, -0.16, 1.15)
C (1.96, 0.55, -0.88)
C (-2.14, -1.23, -3.88)
H (1.60, -0.33, -1.41)
H (-3.22, -2.76, -2.80)
H (4.83, -1.54, 6.26)
H (0.99, 0.67, 6.37)
H (1.58, 2.25, 2.04)
C (-0.99, 0.53, 5.31)
C (2.33, 0.55, -5.04)
C (0.38, 0.91, 5.51)
H (-0.38, 2.48, 2.61)